(1)
C2H9NS2 | wB97M-V/def2-TZVPD

XYZ file:
```
14
Properties=species:S:1:pos:R:3:forces:R:3
C 0.219 0.437 3.527 0.0 1.6 -2.0
C 1.487 0.766 2.705 1.0 1.8 -0.7
N 1.432 0.269 1.299 0.2 0.6 0.4
H 0.128 -0.581 3.702 0.1 -2.1 0.3
H 0.489 0.906 4.448 -1.0 0.6 0.9
H -0.805 0.705 3.006 2.2 0.2 1.2
H 1.722 1.958 2.802 -0.9 -2.4 -0.4
H 2.492 0.363 3.134 -2.0 0.1 -0.4
H 0.664 0.659 0.673 1.7 -0.3 1.3
H 2.401 0.415 0.965 -1.3 -0.1 -0.6
S -1.219 -1.185 -1.448 -0.2 -0.6 0.8
S -0.301 0.385 -2.322 -0.2 -0.5 -2.2
H -2.402 -0.597 -1.281 -0.3 0.0 0.1
H -0.619 -0.134 -3.610 0.7 1.2 1.3
```
Positions in Å, forces in eV/Å.

Calculated values
structure (SMILES): CCN.SS
orbital gap: 9.35 eV
F_max: 2.6 eV/A
net charge: 0
LUMO: 0.477 eV
E_tot: -25379.234 eV
HOMO level: -8.88 eV
energy relative to the best compared isomer or geometry (same formula, charge and spin): 34.1 kcal/mol

List of Mulliken charges in e, atom by atom:
1 C -0.959
2 C -0.284
3 N -0.475
4 H 0.307
5 H 0.314
6 H 0.244
7 H 0.206
8 H 0.278
9 H 0.162
10 H 0.216
11 S -0.172
12 S -0.211
13 H 0.170
14 H 0.206

(2)
C2H9O | wB97M-V/def2-TZVPD

XYZ file:
```
12
Properties=species:S:1:pos:R:3:forces:R:3
O -1.311 1.466 -1.292 -0.1 -0.2 -0.8
H -2.077 0.954 -1.654 0.8 0.9 0.1
H -0.062 0.352 -0.587 -0.7 0.6 1.2
H -1.084 2.194 -1.922 -0.5 -0.9 0.5
C 0.176 0.005 0.602 -2.1 -0.9 0.6
C 0.946 -1.280 0.693 3.4 -0.8 -0.3
H -0.041 0.557 1.553 0.5 0.2 -0.7
H -0.920 -0.365 0.562 1.0 1.3 -0.8
H 0.659 0.950 0.072 -0.5 -1.1 0.3
H 0.729 -2.013 1.543 -0.1 1.5 -1.2
H 0.935 -1.800 -0.278 -0.6 -0.1 0.5
H 2.051 -1.021 0.709 -1.1 -0.4 0.6
```
Positions in Å, forces in eV/Å.

Calculated values
orbital gap: 12.86 eV
F_max: 3.5 eV/A
net charge: +1
LUMO: -4.161 eV
E_tot: -4257.323 eV
HOMO level: -17.02 eV
energy relative to the best compared isomer or geometry (same formula, charge and spin): 20.4 kcal/mol

List of Mulliken charges in e, atom by atom:
1 O -0.681
2 H 0.351
3 H 0.403
4 H 0.342
5 C -0.493
6 C -0.992
7 H 0.455
8 H 0.360
9 H 0.292
10 H 0.323
11 H 0.338
12 H 0.303

(3)
C2H9O3 | wB97M-V/def2-TZVPD

XYZ file:
```
14
Properties=species:S:1:pos:R:3:forces:R:3
C 0.977 0.940 1.004 -0.4 -1.2 0.1
O 0.004 -0.053 1.276 -0.2 0.6 -0.1
C 1.661 0.745 -0.346 0.7 1.3 0.2
H 0.584 1.968 0.986 -0.2 0.0 0.4
H 1.640 0.817 1.869 0.5 0.5 -0.3
H 1.101 1.271 -1.120 -0.4 -0.6 -0.1
H 2.597 1.336 -0.337 0.1 -0.5 0.1
H 1.833 -0.296 -0.591 0.0 0.0 -0.1
H -2.440 -1.187 -0.860 0.8 0.3 -0.1
H -3.225 -0.750 0.356 0.0 0.0 -0.6
O -3.354 -0.929 -0.591 -0.5 0.0 0.7
H -0.444 -2.129 -1.123 0.0 0.3 0.2
H -0.280 -0.530 0.420 0.0 -0.1 -0.3
O -0.655 -1.203 -0.942 -0.3 -0.3 -0.1
```
Positions in Å, forces in eV/Å.

Calculated values
orbital gap: 8.31 eV
F_max: 1.5 eV/A
net charge: -1
LUMO: 4.237 eV
E_tot: -8363.006 eV
HOMO level: -4.08 eV
energy relative to the best compared isomer or geometry (same formula, charge and spin): 7.4 kcal/mol

List of Mulliken charges in e, atom by atom:
1 C -0.224
2 O -0.603
3 C -1.012
4 H 0.173
5 H 0.237
6 H 0.280
7 H 0.359
8 H 0.279
9 H 0.438
10 H 0.275
11 O -0.702
12 H 0.158
13 H 0.445
14 O -1.101

(4)
C2H9OPSi | wB97M-V/def2-TZVPD

XYZ file:
```
14
Properties=species:S:1:pos:R:3:forces:R:3
C 0.754 0.848 1.358 -3.3 -0.1 -1.6
Si -0.145 0.081 -0.224 0.6 2.7 0.1
C 0.830 -1.517 -0.399 -0.2 -0.7 -0.5
O -0.134 1.287 -1.592 -1.7 -2.6 2.9
P -2.343 -0.094 0.310 0.5 -0.1 0.1
H 1.244 1.735 1.115 1.2 1.4 -0.4
H -0.038 1.125 2.063 0.2 -0.2 0.2
H 1.375 0.099 1.726 1.2 -1.0 1.0
H 0.174 -2.456 -0.297 1.1 1.4 -0.1
H 1.221 -1.469 -1.460 0.0 -0.5 1.2
H 1.647 -1.477 0.412 -1.2 -0.4 -1.6
H 0.672 1.492 -2.006 1.8 0.3 -0.7
H -2.599 -0.874 -0.842 -0.3 0.3 -0.2
H -2.658 1.219 -0.165 0.1 -0.5 -0.2
```
Positions in Å, forces in eV/Å.

Calculated values
structure (SMILES): C[Si](C)(O)P
orbital gap: 10.18 eV
F_max: 4.2 eV/A
net charge: 0
LUMO: 0.652 eV
E_tot: -21434.428 eV
HOMO level: -9.53 eV
energy relative to the best compared isomer or geometry (same formula, charge and spin): 8.6 kcal/mol

List of Mulliken charges in e, atom by atom:
1 C -1.135
2 Si 0.621
3 C -0.885
4 O -0.547
5 P -0.205
6 H 0.316
7 H 0.311
8 H 0.337
9 H 0.290
10 H 0.260
11 H 0.247
12 H 0.262
13 H 0.053
14 H 0.076